(1)
A 11-piece molecular cluster, C10H40ClN20O14 overall at a distorted geometry, computed with ωB97M-V/def2-TZVPD.

Results
* F_max: 8.67 eV Å⁻¹
* frontier orbital gap (alpha / beta): 0.0812 / 0.3226 hartree
* spin multiplicity: 2
* electronic energy: -82006.1615 eV
* net charge: -2
* HOMO energy (alpha / beta): 1.646 / -4.935 eV
* LUMO level (alpha / beta): 3.855 / 3.843 eV

Each line ends with the Mulliken charge.
Positions of all 85 atoms, in Å:
Cl (0.7795, 0.1782, 0.2327)  1.204
O (0.2439, 0.9430, 1.3525)  -0.244
O (1.4904, 1.0503, -0.6232)  -0.329
O (1.7211, -0.8049, 0.7447)  -1.108
O (-0.2817, -0.6112, -0.4684)  -0.289
C (-2.3214, -4.4323, -1.9979)  0.642
O (-1.2648, -4.7645, -2.3989)  -0.717
N (-2.4014, -3.5093, -1.1515)  -0.250
N (-3.3346, -5.1162, -2.1676)  -0.400
H (-1.6679, -2.8314, -1.0013)  -0.118
H (-3.3046, -3.4375, -0.7052)  0.081
H (-3.1793, -6.0857, -2.4041)  0.255
H (-4.1794, -4.6498, -1.8693)  0.227
C (-0.1297, -0.5886, 5.0006)  0.415
O (0.1777, -0.6009, 6.1469)  -0.773
N (0.5178, -1.3154, 4.1355)  -0.168
N (-1.1530, 0.0772, 4.6656)  -0.054
H (1.4977, -1.4778, 4.3188)  0.248
H (0.1844, -1.3761, 3.1841)  0.067
H (-1.3749, -0.0566, 3.6894)  0.228
H (-1.7474, 0.3665, 5.4292)  0.259
C (-0.8749, -4.0279, 1.7509)  0.413
O (-1.0646, -5.1604, 1.9737)  -0.739
N (0.0328, -3.5895, 0.9507)  -0.051
N (-1.4077, -3.0941, 2.3903)  0.167
H (0.7528, -4.1922, 0.5785)  0.146
H (0.1685, -2.5919, 0.8703)  -0.102
H (-1.5879, -2.1609, 2.0484)  -0.189
H (-1.7111, -3.4580, 3.2823)  0.187
C (-3.3591, -0.9079, -3.8067)  0.157
O (-3.9129, -1.8279, -4.3555)  -0.676
N (-2.5287, -0.9940, -2.7755)  0.414
N (-3.4393, 0.3575, -4.2322)  -0.151
H (-2.0307, -0.2112, -2.3765)  0.099
H (-2.4735, -1.9025, -2.3375)  0.125
H (-3.1669, 1.2162, -3.7755)  0.335
H (-3.7385, 0.3570, -5.1968)  0.143
C (2.6515, 1.7016, 4.2136)  0.456
O (3.2697, 2.2187, 5.1380)  -0.775
N (3.0958, 0.7448, 3.4974)  -0.077
N (1.4149, 2.0519, 3.8909)  -0.037
H (2.7008, 0.2745, 2.6956)  0.070
H (4.0861, 0.6051, 3.6382)  0.182
H (1.0628, 1.4716, 3.1430)  -0.122
H (0.9438, 2.8019, 4.3763)  0.174
C (5.1515, -0.0244, -1.1776)  0.391
O (6.3204, 0.2387, -1.1951)  -0.650
N (4.4341, 0.0287, -2.2980)  -0.246
N (4.4633, 0.0697, -0.0965)  0.100
H (5.0202, 0.3173, -3.0683)  0.196
H (3.7660, -0.7263, -2.3588)  0.222
H (4.9239, 0.1887, 0.7944)  0.094
H (3.5371, -0.3237, -0.1828)  -0.151
C (-2.0658, 2.8986, -1.3374)  -2.374
O (-2.1726, 2.0257, -2.1811)  1.123
N (-1.3930, 2.9205, -0.2514)  0.790
N (-2.6566, 4.0211, -1.5670)  -0.547
H (-0.9154, 2.0618, -0.0178)  -0.274
H (-1.3844, 3.8056, 0.2352)  0.262
H (-2.5654, 4.8236, -0.9605)  0.418
H (-2.9899, 4.0933, -2.5176)  0.289
C (-3.2850, -0.3211, 1.5630)  -5.908
O (-2.3077, -0.6110, 2.3198)  1.830
N (-3.3411, -0.7917, 0.3210)  2.193
N (-4.1400, 0.6112, 1.7333)  0.105
H (-2.5841, -1.3601, -0.0312)  -0.630
H (-4.1766, -0.8518, -0.2433)  0.228
H (-4.0349, 1.2459, 2.5119)  0.677
H (-4.8940, 0.5627, 1.0632)  0.604
C (4.1134, 3.8283, 0.5613)  0.576
O (4.1289, 5.0083, 0.9208)  -0.753
N (3.3454, 2.9205, 0.9988)  0.031
N (4.9438, 3.1946, -0.2468)  -0.297
H (2.8026, 3.2272, 1.7934)  0.019
H (3.2862, 2.0037, 0.5792)  0.075
H (5.6482, 3.8392, -0.5761)  0.167
H (4.7598, 2.3031, -0.6842)  0.198
C (0.6566, 0.8430, -4.8064)  0.608
O (0.3870, 0.2961, -5.9243)  -0.755
N (0.0362, 1.8665, -4.3268)  -0.369
N (1.3914, 0.3822, -3.8356)  -0.101
H (-0.0822, 1.9638, -3.3285)  0.109
H (-0.7658, 2.2376, -4.8159)  0.292
H (1.9865, -0.4035, -4.0562)  0.126
H (1.4963, 0.9470, -3.0049)  0.008

Atoms 1-2, force components in eV/Å:
-1.8 -2.7 0.8
0.0 -0.5 -0.9

(2)
C3H4CrO4 as an isolated structure at a distorted geometry, computed with ωB97M-V/def2-TZVPD.

Results
* F_max: 4.79 eV Å⁻¹
* frontier orbital gap (alpha / beta): 0.2377 / 0.2377 hartree
* spin multiplicity: 5
* electronic energy: -39784.6155 eV
* net charge: 0
* HOMO energy (alpha / beta): -8.455 / -8.488 eV
* energy relative to the best compared isomer or geometry (same formula, charge and spin): 0.3931 eV
* LUMO level (alpha / beta): -1.987 / -2.021 eV

Each line ends with the Mulliken charge.
Positions of all 12 atoms, in Å:
O (-0.5481, -0.7723, -2.1953)  -0.944
O (1.0328, -0.8068, -0.2933)  -0.532
C (0.8780, -0.3830, 1.0247)  -0.271
C (-0.5784, 0.1134, 1.1459)  -0.396
O (-1.1810, -0.2039, -0.0952)  -0.443
C (-0.2309, -0.0603, -1.1335)  1.608
H (1.0723, -1.2151, 1.7254)  0.278
H (1.5548, 0.4637, 1.2576)  0.207
H (-0.6039, 1.2052, 1.2971)  0.222
H (-1.1288, -0.3976, 1.9479)  0.276
O (0.0340, 1.2162, -1.4073)  -0.947
Cr (-0.3008, 0.8402, -3.2738)  0.941

Atoms 1-2, force components in eV/Å:
0.3 0.9 -1.7
-1.3 1.3 -1.9

(3)
A 5-piece molecular cluster, C13H42BN5O5 overall at a distorted geometry, computed with ωB97M-V/def2-TZVPD.

Results
* F_max: 4.99 eV Å⁻¹
* frontier orbital gap (alpha / beta): 0.3628 / 0.1464 hartree
* spin multiplicity: 2
* electronic energy: -32511.4420 eV
* net charge: +1
* HOMO energy (alpha / beta): -12.250 / -12.248 eV
* LUMO level (alpha / beta): -2.379 / -8.263 eV

Each line ends with the Mulliken charge.
Positions of all 66 atoms, in Å:
N (0.4291, -0.2163, 0.6212)  0.939
H (-0.1014, 0.4776, 0.1140)  -0.212
H (0.7655, -0.9883, 0.0636)  0.396
H (-0.0634, -0.6419, 1.3935)  0.666
H (1.2506, 0.1564, 1.0756)  0.168
B (2.3229, 1.5289, 1.6529)  0.438
H (2.7797, 2.3566, 2.1730)  -0.112
H (2.8900, 0.6165, 1.7544)  -0.235
H (1.3466, 1.3436, 2.0734)  -0.449
H (2.1469, 1.6916, 0.6009)  -0.494
C (-3.7658, 0.1385, 1.6656)  -0.848
O (-2.7362, 0.4332, 0.7647)  -0.105
C (-2.7489, 1.6773, 0.0582)  -1.072
C (-1.7270, 1.8777, -1.0717)  -0.381
N (-0.3819, 2.0866, -0.6755)  -0.177
C (0.4634, 2.3717, -1.8046)  -0.751
C (0.8089, 1.2213, -2.7531)  -0.563
O (1.8507, 0.3135, -2.3104)  -0.335
C (3.2271, 0.7803, -2.3309)  -0.798
H (-4.7092, 0.4974, 1.2543)  0.350
H (-3.4799, 0.6977, 2.5565)  0.316
H (-3.8116, -0.9326, 1.8626)  0.248
H (-2.6601, 2.5435, 0.7139)  0.433
H (-3.7673, 1.7282, -0.3269)  0.637
H (-2.0804, 2.6192, -1.7882)  0.532
H (-1.7791, 0.8585, -1.4547)  0.150
H (-0.2468, 2.8328, -0.0084)  0.221
H (1.4381, 2.7801, -1.5376)  0.418
H (-0.0379, 3.1131, -2.4269)  0.463
H (0.8976, 1.6354, -3.7575)  0.515
H (-0.0815, 0.6107, -2.9027)  0.282
H (3.3426, 1.7093, -1.7726)  0.254
H (3.4961, 0.8566, -3.3845)  0.380
H (4.0022, 0.0255, -2.1983)  0.287
C (0.5770, -2.1555, 3.7426)  -0.933
O (-0.1718, -1.9504, 2.5139)  -0.449
C (-0.7986, -3.2045, 2.1594)  -0.825
C (-1.3508, -2.9319, 0.7362)  -0.743
N (-0.2904, -2.7577, -0.3323)  -0.293
C (-0.9735, -2.5390, -1.5962)  -0.657
C (-0.0752, -2.4778, -2.7998)  -0.234
O (0.6241, -3.7521, -3.0747)  -0.433
C (1.6549, -3.7869, -4.0349)  -0.723
H (-0.0589, -2.6747, 4.4597)  0.341
H (0.9618, -1.1911, 4.0742)  0.297
H (1.5159, -2.6954, 3.6204)  0.325
H (-1.5459, -3.5484, 2.8745)  0.459
H (-0.0150, -3.9622, 2.1574)  0.441
H (-2.1505, -2.2012, 0.8568)  0.166
H (-1.8430, -3.8927, 0.5854)  0.521
H (0.0998, -3.6876, -0.3883)  0.348
H (-1.5233, -1.6044, -1.4850)  0.213
H (-1.7320, -3.3131, -1.7120)  0.641
H (0.6317, -1.6601, -2.6595)  0.008
H (-0.7464, -2.2583, -3.6302)  0.408
H (1.2781, -3.1147, -4.8058)  0.336
H (2.0251, -4.7632, -4.3477)  0.271
H (2.5441, -3.2531, -3.6994)  0.239
C (-0.0572, 4.2448, 2.4746)  0.323
O (-0.5530, 5.2357, 2.8389)  -0.623
N (0.6165, 4.0637, 1.3493)  -0.256
N (-0.1776, 3.1099, 3.1115)  -0.236
H (1.2257, 3.2673, 1.2277)  0.112
H (0.9310, 4.9778, 1.0568)  0.174
H (-0.3659, 3.2521, 4.0936)  0.238
H (0.4639, 2.4242, 2.7394)  -0.018

Atoms 1-2, force components in eV/Å:
0.3 -1.0 -0.2
0.2 -0.2 0.2

(4)
One molecule with the formula C10H17N3O6 at a distorted geometry, computed with ωB97M-V/def2-TZVPD.

Results
* F_max: 6.02 eV Å⁻¹
* frontier orbital gap: 0.3642 hartree
* electronic energy: -27399.3937 eV
* net charge: 0
* HOMO energy: -9.578 eV
* energy relative to the best compared isomer or geometry (same formula, charge and spin): 3.9879 eV
* LUMO level: 0.334 eV
* SMILES: NC(=O)CC[C@H](N)C(=O)N[C@@H](CCC(=O)O)C(=O)O

Each line ends with the Mulliken charge.
Positions of all 36 atoms, in Å:
N (-2.7075, -1.8904, -0.0737)  -0.426
C (-1.5106, -1.7830, 0.6793)  0.761
O (-0.4119, -2.2792, 0.4419)  -0.595
C (-1.9947, -1.1608, 1.9241)  -1.286
C (-0.9387, -0.8099, 3.0561)  -0.867
C (-0.0484, 0.3967, 2.6567)  0.808
N (0.4308, 1.0413, 3.9874)  -0.732
C (-0.7984, 1.3318, 1.6131)  -0.151
O (-1.8037, 1.9129, 1.9862)  -0.674
N (-0.2497, 1.6640, 0.3742)  0.040
C (0.6373, 0.9598, -0.5150)  0.577
C (-0.1992, 0.4375, -1.7350)  -0.946
C (0.3552, -0.1284, -2.9733)  -0.723
C (0.9561, -1.4611, -2.7147)  0.582
O (0.3616, -2.5265, -2.7652)  -0.568
O (2.2491, -1.4576, -2.5305)  -0.448
C (1.6519, 1.8805, -1.0028)  0.026
O (1.4593, 3.0478, -1.1875)  -0.565
O (2.7675, 1.2296, -1.1155)  -0.475
H (-2.6696, -2.4178, -1.0498)  0.312
H (-3.5162, -1.6761, 0.4353)  0.175
H (-2.6301, -0.3157, 1.8018)  0.601
H (-2.7683, -1.9219, 2.1388)  0.625
H (-0.3678, -1.7009, 3.3468)  0.330
H (-1.6506, -0.3651, 3.7600)  0.306
H (0.7448, -0.0914, 1.8313)  -0.049
H (-0.3265, 1.5288, 4.5106)  0.303
H (0.8839, 1.8521, 3.6440)  0.330
H (-0.8299, 2.4798, 0.0429)  0.280
H (1.1518, 0.0817, 0.0980)  0.445
H (-0.5862, 1.4616, -2.0113)  0.343
H (-1.0338, -0.2368, -1.5092)  0.175
H (1.0299, 0.4513, -3.5957)  0.357
H (-0.5518, -0.3237, -3.6954)  0.349
H (2.5446, -2.2444, -2.9976)  0.359
H (2.6221, 0.3402, -1.3332)  0.423

Atoms 1-2, force components in eV/Å:
3.8 -2.1 -4.2
-1.2 -1.0 -1.2